117
Properties=species:S:1:pos:R:3 method="wB97M-V/def2-TZVPD" spin_multiplicity=2 homo_energy_ha="-0.54045 / -0.54015" orbital_gap_ev="5.22 / 4.05" total_charge=+3 s2=0.756 e_above_lowest_kcal_mol=0.00
Ir 0.5053 -1.0336 0.4063
C 1.9976 -0.8846 -3.6131
C 3.3457 -1.0100 -2.9712
C 4.4630 -0.6319 -3.7063
C 5.7463 -0.7683 -3.2038
C 5.9495 -1.2997 -1.9360
C 4.8602 -1.6692 -1.1749
C 3.5533 -1.5201 -1.6760
P 2.2401 -2.1264 -0.6350
C 2.8716 -2.6429 0.9624
C 2.7968 -4.0039 1.2799
C 3.2778 -4.4623 2.4941
C 3.8290 -3.5578 3.3900
C 3.8849 -2.2022 3.0836
C 3.4077 -1.7108 1.8769
C 3.5046 -0.2350 1.5936
C 1.2719 -3.4007 -1.4367
C 1.7608 -4.1473 -2.5038
C 0.8963 -4.9823 -3.1961
C -0.4505 -5.0241 -2.8573
C -0.9429 -4.2668 -1.7990
C -0.0788 -3.4752 -1.0590
C -0.5274 -2.7654 0.1760
H 1.8892 0.0908 -4.0896
H 1.1854 -1.0097 -2.9001
H 1.8755 -1.6487 -4.3833
H 4.3193 -0.2288 -4.7010
H 6.5930 -0.4704 -3.8074
H 6.9503 -1.4356 -1.5509
H 5.0300 -2.1091 -0.2026
H 2.3779 -4.7055 0.5691
H 3.2348 -5.5156 2.7327
H 4.2243 -3.9070 4.3348
H 4.3262 -1.5141 3.7948
H 3.7000 0.3200 2.5102
H 2.5810 0.1862 1.1621
H 4.3044 -0.0003 0.8896
H 2.8011 -4.0756 -2.7968
H 1.2701 -5.5886 -4.0096
H -1.1237 -5.6576 -3.4189
H -1.9913 -4.3160 -1.5344
H -0.1904 -3.2980 1.0746
H -1.6049 -2.6153 0.2257
C 2.2608 1.0333 5.8719
C 1.0515 0.1440 6.1214
C 0.7634 -0.8321 4.9807
S 0.2213 0.0564 3.5095
O 0.2780 -1.0799 2.4160
C -1.5466 0.3004 3.8278
C -2.4736 -0.7986 3.3206
C -2.4247 -2.1042 4.1004
H 2.4649 1.6499 6.7445
H 2.1130 1.7096 5.0275
H 3.1531 0.4343 5.6808
H 0.1642 0.7439 6.3418
H 1.2089 -0.4712 7.0091
H -0.0096 -1.5596 5.2226
H 1.6656 -1.3534 4.6537
H -1.7881 1.2598 3.3740
H -1.6095 0.4187 4.9130
H -2.2692 -0.9892 2.2614
H -3.4755 -0.3622 3.3518
H -1.4767 -2.6261 3.9617
H -3.2168 -2.7742 3.7708
H -2.5719 -1.9338 5.1681
C -1.4299 1.5933 -0.0602
C -0.6308 2.7959 0.4097
As -1.7074 4.5032 0.4842
C -2.2706 4.3976 -1.3905
C -1.6541 5.3333 -2.2224
C -1.9421 5.3824 -3.5797
C -2.8519 4.4910 -4.1293
C -3.4704 3.5501 -3.3161
C -3.1814 3.5037 -1.9587
C -3.2420 3.8164 1.4777
C -4.5702 3.9608 1.0859
C -5.5997 3.5523 1.9265
C -5.3189 3.0082 3.1705
C -3.9989 2.9068 3.5926
C -2.9750 3.3189 2.7532
P -0.5340 0.3696 -1.0888
C -1.7578 -0.5536 -2.0174
C -2.9369 -0.9148 -1.3526
C -3.9146 -1.6336 -2.0176
C -3.7267 -1.9931 -3.3481
C -2.5634 -1.6322 -4.0122
C -1.5760 -0.9173 -3.3516
C 0.5370 1.3187 -2.1500
C 1.8760 1.5152 -1.8162
C 2.6622 2.3525 -2.5890
C 2.1103 2.9928 -3.6920
C 0.7704 2.8154 -4.0126
C -0.0279 1.9874 -3.2391
H -2.1574 1.9092 -0.8239
H -2.0096 1.1258 0.7378
H 0.1388 3.0692 -0.3158
H -0.1301 2.6252 1.3661
H -0.9677 6.0597 -1.8011
H -1.4777 6.1373 -4.2006
H -3.0990 4.5452 -5.1815
H -4.2030 2.8716 -3.7342
H -3.7109 2.7877 -1.3420
H -4.8199 4.4244 0.1417
H -6.6271 3.6823 1.6140
H -6.1248 2.7059 3.8251
H -3.7768 2.5529 4.5920
H -1.9531 3.3287 3.1241
H -3.1109 -0.6187 -0.3244
H -4.8320 -1.8957 -1.5079
H -4.4985 -2.5418 -3.8712
H -2.4291 -1.8938 -5.0528
H -0.6896 -0.6172 -3.8910
H 2.3157 1.0139 -0.9612
H 3.7024 2.5054 -2.3353
H 2.7257 3.6438 -4.2984
H 0.3409 3.3310 -4.8598
H -1.0788 1.8813 -3.4785